This record from the OMol25 dataset describes a 16-piece molecular cluster, C70H149O38P3S13 overall in a non-equilibrium geometry. The level of theory is ωB97M-V/def2-TZVPD.

Last column: Löwdin charge in e.
Cartesian coordinates (Å):
C -12.05 39.19 18.50  -0.214
C -13.18 38.49 19.30  -0.229
C -14.22 37.97 18.36  -0.218
S -14.31 39.25 17.01  0.684
O -15.28 40.24 17.34  -0.316
O -14.52 38.44 15.82  -0.347
C -12.61 39.82 17.24  -0.231
H -11.18 38.58 18.24  0.113
H -11.50 39.90 19.12  0.112
H -13.62 39.14 20.06  0.116
H -12.63 37.72 19.85  0.114
H -15.18 37.67 18.78  0.110
H -13.81 37.07 17.90  0.102
H -12.64 40.90 17.14  0.102
H -12.07 39.58 16.33  0.101
C -10.80 18.93 14.89  -0.203
C -11.23 19.41 13.47  -0.220
C -10.09 20.16 12.72  -0.209
S -9.07 20.91 14.06  0.708
O -9.36 22.34 14.06  -0.352
O -7.74 20.32 13.92  -0.338
C -10.01 20.14 15.45  -0.218
H -10.15 18.07 14.79  0.109
H -11.65 18.72 15.55  0.112
H -11.94 20.21 13.65  0.106
H -11.66 18.59 12.89  0.112
H -10.43 20.83 11.93  0.105
H -9.52 19.33 12.31  0.091
H -10.82 20.84 15.66  0.096
H -9.33 20.04 16.29  0.101
C -20.57 20.77 12.95  -0.225
C -21.01 20.51 14.40  -0.244
C -20.95 19.02 14.65  -0.238
S -19.41 18.51 13.84  0.757
O -19.62 17.21 13.08  -0.371
O -18.33 18.65 14.82  -0.350
C -19.29 20.00 12.72  -0.208
H -20.56 21.86 12.87  0.116
H -21.24 20.42 12.17  0.115
H -21.91 21.04 14.68  0.118
H -20.28 20.98 15.06  0.114
H -21.80 18.63 14.08  0.104
H -21.08 18.64 15.66  0.112
H -19.15 19.69 11.68  0.101
H -18.40 20.55 13.03  0.101
C -35.07 28.11 28.59  -0.189
C -34.11 28.70 29.69  -0.201
C -32.78 29.06 29.01  -0.211
S -32.55 27.93 27.54  0.733
O -31.45 26.96 27.72  -0.348
O -32.58 28.80 26.32  -0.373
C -34.18 27.21 27.69  -0.255
H -35.23 28.95 27.91  0.107
H -35.98 27.65 28.96  0.115
H -33.95 27.85 30.35  0.112
H -34.55 29.61 30.10  0.113
H -31.90 28.91 29.64  0.097
H -32.81 30.05 28.58  0.097
H -34.05 26.22 28.13  0.100
H -34.50 27.03 26.66  0.103
C -18.11 35.09 25.84  -0.214
C -18.40 35.71 27.21  -0.242
C -17.42 36.87 27.49  -0.210
S -15.84 36.16 26.92  0.729
O -15.23 35.42 28.06  -0.359
O -15.09 37.06 26.05  -0.358
C -16.55 34.89 25.69  -0.179
H -18.42 35.79 25.06  0.109
H -18.59 34.13 25.67  0.109
H -18.36 34.90 27.93  0.116
H -19.40 36.14 27.24  0.113
H -17.36 37.05 28.56  0.102
H -17.75 37.74 26.93  0.107
H -16.30 33.93 26.14  0.082
H -16.02 34.83 24.75  0.095
C -27.25 21.36 22.51  -0.236
C -27.25 20.80 23.96  -0.216
C -28.61 20.26 24.37  -0.200
S -29.82 20.71 23.01  0.724
O -30.89 21.54 23.54  -0.344
O -30.07 19.56 22.13  -0.344
C -28.62 21.84 22.18  -0.242
H -27.19 20.51 21.82  0.110
H -26.50 22.10 22.24  0.119
H -26.83 21.52 24.66  0.113
H -26.54 19.98 23.87  0.107
H -28.97 20.84 25.22  0.094
H -28.59 19.20 24.63  0.103
H -28.69 22.79 22.71  0.103
H -28.93 21.93 21.13  0.110
C -30.47 35.18 23.53  -0.241
C -29.08 34.76 23.03  -0.202
C -28.24 34.41 24.36  -0.178
S -28.79 35.62 25.70  0.716
O -27.84 36.74 25.86  -0.367
O -29.22 34.99 26.93  -0.348
C -30.32 36.24 24.67  -0.172
H -30.95 34.31 23.97  0.109
H -31.08 35.56 22.72  0.110
H -28.56 35.57 22.52  0.102
H -28.99 34.00 22.26  0.107
H -27.15 34.32 24.35  0.094
H -28.69 33.47 24.67  0.085
H -29.97 37.13 24.16  0.089
H -31.23 36.36 25.26  0.095
C -9.92 27.92 19.30  -0.246
C -10.70 27.86 20.57  -0.205
C -11.13 29.35 20.93  -0.191
S -9.94 30.50 20.11  0.678
O -9.24 31.26 21.11  -0.325
O -10.56 31.24 19.02  -0.344
C -8.99 29.13 19.43  -0.241
H -10.61 28.23 18.52  0.119
H -9.32 27.07 19.00  0.124
H -10.07 27.58 21.41  0.114
H -11.53 27.20 20.37  0.115
H -10.94 29.54 21.99  0.087
H -12.17 29.61 20.78  0.099
H -8.30 28.86 20.23  0.105
H -8.50 29.47 18.51  0.110
C -23.25 45.92 12.12  -0.207
C -21.74 45.58 12.40  -0.212
C -21.29 44.16 12.07  -0.185
S -22.83 43.37 11.36  0.721
O -23.52 42.55 12.34  -0.338
O -22.55 42.70 10.04  -0.369
C -23.76 44.87 11.13  -0.255
H -23.42 46.91 11.71  0.109
H -23.88 45.93 13.01  0.107
H -21.53 45.92 13.41  0.110
H -21.27 46.30 11.73  0.107
H -21.08 43.62 12.99  0.098
H -20.46 44.08 11.36  0.101
H -24.83 44.72 11.27  0.108
H -23.66 45.15 10.08  0.105
C -13.30 30.29 9.15  -0.233
C -12.66 30.65 10.52  -0.175
C -11.89 29.34 10.98  -0.182
S -12.51 27.88 9.97  0.725
O -13.02 26.81 10.84  -0.349
O -11.55 27.67 8.86  -0.356
C -13.80 28.83 9.20  -0.249
H -12.63 30.37 8.30  0.110
H -14.08 30.99 8.85  0.109
H -13.47 30.92 11.20  0.105
H -12.01 31.52 10.42  0.105
H -12.06 29.08 12.02  0.084
H -10.80 29.42 10.90  0.093
H -14.67 28.76 9.86  0.106
H -13.87 28.51 8.16  0.108
C -24.47 30.24 11.28  -0.179
C -24.21 28.92 12.15  -0.222
C -25.37 28.48 13.04  -0.187
S -26.57 29.96 13.06  0.724
O -26.63 30.44 14.43  -0.355
O -27.81 29.78 12.27  -0.347
C -25.41 31.06 12.18  -0.242
H -25.05 29.97 10.39  0.105
H -23.52 30.71 11.03  0.109
H -23.34 29.03 12.79  0.101
H -23.77 28.17 11.49  0.104
H -24.95 28.26 14.02  0.096
H -25.98 27.64 12.71  0.092
H -24.76 31.40 12.98  0.097
H -25.96 31.90 11.74  0.105
C -24.29 42.01 19.47  -0.200
C -24.52 42.44 20.95  -0.215
C -24.34 41.20 21.86  -0.190
S -22.98 40.19 21.03  0.708
O -23.50 38.87 20.68  -0.352
O -21.63 40.37 21.58  -0.345
C -23.00 41.17 19.52  -0.242
H -24.16 42.90 18.85  0.105
H -25.09 41.50 18.93  0.111
H -25.53 42.79 21.17  0.105
H -23.93 43.30 21.26  0.113
H -25.25 40.59 21.87  0.098
H -24.03 41.45 22.87  0.096
H -22.84 40.56 18.63  0.109
H -22.18 41.86 19.73  0.097
C -33.59 29.30 18.27  -0.186
C -34.91 29.04 17.42  -0.218
C -34.64 27.81 16.57  -0.219
S -33.66 26.64 17.66  0.735
O -32.43 26.19 16.96  -0.363
O -34.49 25.64 18.37  -0.353
C -33.20 27.91 18.85  -0.231
H -33.91 29.95 19.08  0.106
H -32.82 29.76 17.65  0.112
H -35.37 29.95 17.04  0.115
H -35.66 28.65 18.11  0.106
H -34.00 28.02 15.72  0.096
H -35.50 27.32 16.12  0.100
H -32.15 27.78 19.11  0.105
H -33.88 27.66 19.66  0.097
C -20.53 33.46 15.25  -0.060
C -19.81 32.14 15.75  -0.234
O -20.74 31.45 16.63  -0.189
P -20.14 30.36 17.65  0.496
O -19.32 30.96 18.70  -0.221
O -21.45 29.42 18.14  -0.180
C -22.37 29.81 19.12  -0.318
C -23.18 28.68 19.79  -0.072
O -19.24 29.36 16.73  -0.173
C -18.61 28.34 17.47  -0.316
C -17.78 27.35 16.66  -0.062
H -21.21 33.22 14.43  0.062
H -21.04 33.96 16.08  0.078
H -19.80 34.14 14.82  0.070
H -19.47 31.52 14.92  0.113
H -18.96 32.57 16.27  0.111
H -21.89 30.42 19.89  0.115
H -23.21 30.40 18.76  0.113
H -22.58 28.22 20.57  0.070
H -24.10 28.95 20.31  0.077
H -23.43 28.07 18.93  0.077
H -17.92 28.76 18.21  0.111
H -19.31 27.85 18.15  0.110
H -18.10 27.39 15.62  0.074
H -16.74 27.63 16.49  0.071
H -17.86 26.39 17.18  0.078
C -15.06 19.62 23.15  -0.056
C -14.53 19.97 24.56  -0.268
O -13.60 21.01 24.34  -0.189
P -13.58 22.31 25.25  0.492
O -14.11 22.08 26.64  -0.247
O -12.06 22.75 25.03  -0.172
C -11.12 22.18 25.97  -0.272
C -11.00 23.02 27.21  -0.082
O -14.40 23.43 24.32  -0.180
C -15.79 23.49 24.47  -0.347
C -16.17 24.88 24.77  -0.079
H -15.72 18.76 23.26  0.073
H -15.69 20.42 22.77  0.071
H -14.23 19.41 22.47  0.079
H -15.36 20.16 25.24  0.110
H -13.96 19.23 25.12  0.120
H -11.15 21.09 26.08  0.125
H -10.17 22.34 25.45  0.114
H -10.16 22.66 27.79  0.080
H -10.82 24.08 27.05  0.085
H -11.92 22.89 27.78  0.066
H -16.25 23.16 23.54  0.116
H -16.16 22.77 25.20  0.111
H -17.21 25.08 24.52  0.079
H -16.03 25.12 25.82  0.086
H -15.63 25.61 24.15  0.084
C -19.91 36.80 0.84  -0.069
C -19.34 35.43 0.39  -0.237
O -18.07 35.33 1.00  -0.203
P -17.53 33.99 1.67  0.516
O -18.10 32.68 1.16  -0.251
O -15.95 34.25 1.40  -0.154
C -15.39 35.51 1.37  -0.316
C -15.26 36.02 2.81  -0.082
O -17.60 34.23 3.29  -0.190
C -18.81 33.89 3.99  -0.288
C -19.36 35.03 4.71  -0.088
H -20.96 36.91 0.58  0.071
H -19.79 37.20 1.85  0.068
H -19.48 37.63 0.28  0.068
H -20.02 34.65 0.73  0.111
H -19.20 35.35 -0.69  0.126
H -14.37 35.59 1.00  0.115
H -15.81 36.32 0.76  0.113
H -14.84 35.24 3.44  0.082
H -14.60 36.88 2.90  0.077
H -16.25 36.27 3.18  0.062
H -19.50 33.55 3.23  0.105
H -18.75 33.01 4.62  0.125
H -18.76 35.52 5.49  0.085
H -19.56 35.87 4.05  0.067
H -20.36 34.97 5.15  0.086

Calculated values
orbital gap: 10.15 eV
spin multiplicity: 1
largest force on an atom: 0.0780 Eh/bohr
lowest unoccupied orbital energy: 0.183 eV
net charge: 0